Density functional theory data (ωB97M-V with the def2-TZVPD basis set) for a molecular structure, C28H33N5O6S.

Structure (XYZ):
```
73
Properties=species:S:1:pos:R:3:lowdin_charge:R:1
C 1.15 -0.89 3.79 -0.07
H 1.28 -1.96 3.96 0.08
H 0.08 -0.69 3.73 0.05
H 1.55 -0.36 4.65 0.07
C 1.86 -0.48 2.50 -0.19
C 1.73 0.99 2.20 -0.19
C 2.22 1.91 3.13 -0.04
C 2.15 3.27 2.92 -0.07
C 1.59 3.76 1.76 -0.07
C 1.11 2.87 0.81 -0.02
C 1.17 1.50 1.02 -0.24
N 0.72 0.63 0.00 0.05
C -0.29 -0.26 0.18 -0.44
O -0.52 -1.16 -0.63 0.05
C -1.16 -0.10 1.33 -0.32
C -2.20 -0.99 1.64 -0.27
N -2.39 -2.20 1.11 0.18
H -1.88 -2.42 0.26 0.09
H -3.25 -2.67 1.36 0.09
C -3.01 -0.43 2.67 -0.26
N -2.64 0.77 3.09 -0.24
S -1.33 1.31 2.32 1.13
C -4.21 -1.09 3.21 -0.49
O -4.61 -2.17 2.79 0.05
N -4.83 -0.40 4.19 0.17
H -4.46 0.49 4.47 0.09
H -5.67 -0.77 4.61 0.12
C 1.26 0.85 -1.35 -0.10
C 1.83 -0.40 -1.99 -0.17
C 1.73 -0.63 -3.35 -0.03
C 2.30 -1.77 -3.89 0.01
C 3.00 -2.69 -3.11 -0.19
C 3.13 -2.44 -1.74 -0.17
C 2.55 -1.29 -1.21 0.04
H 2.67 -1.08 -0.16 0.10
O 3.85 -3.33 -0.97 -0.11
C 3.92 -3.13 0.42 -0.08
H 4.48 -3.97 0.80 0.10
H 4.44 -2.20 0.67 0.10
H 2.92 -3.12 0.87 0.09
O 3.49 -3.74 -3.82 -0.07
C 4.11 -4.84 -3.18 -0.08
H 3.44 -5.31 -2.45 0.10
H 5.03 -4.55 -2.67 0.09
H 4.34 -5.54 -3.97 0.09
H 2.23 -1.97 -4.95 0.12
H 1.21 0.06 -3.99 0.11
H 2.07 1.58 -1.24 0.17
C 0.14 1.53 -2.16 -0.44
O 0.13 2.74 -2.33 0.06
N -0.82 0.70 -2.61 0.09
H -0.78 -0.26 -2.28 0.12
C -2.13 1.22 -2.95 -0.09
H -1.99 2.24 -3.29 0.13
H -2.56 0.61 -3.74 0.13
C -3.04 1.19 -1.70 -0.31
H -3.25 0.15 -1.43 0.15
C -4.31 2.02 -1.91 -0.12
H -5.11 1.64 -1.26 0.11
H -4.66 1.98 -2.94 0.11
C -3.88 3.42 -1.47 -0.13
H -3.67 4.05 -2.33 0.11
C -2.59 3.18 -0.66 -0.18
H -2.66 3.54 0.37 0.11
O -2.41 1.77 -0.59 -0.14
H -1.72 3.64 -1.14 0.10
H -4.64 3.91 -0.87 0.11
H 0.68 3.24 -0.11 0.11
H 1.53 4.82 1.58 0.11
H 2.54 3.95 3.67 0.10
H 2.68 1.53 4.03 0.11
H 2.92 -0.72 2.59 0.12
H 1.45 -1.07 1.68 0.09
```

Results
LUMO level in hartree: -0.002
2S+1: 1